Entry 1:
Formula: C26H48Cl3FeN4O4Si
Source: OMol25
Level of theory: wB97M-V/def2-TZVPD

HOMO-LUMO gap (alpha / beta) = 6.869 / 4.049 eV
E = -4473.3399 Ha
LUMO energy (alpha / beta) = 0.206 / -2.520 eV

The geometry in ORCA input format:
```
! RIJCOSX wB97M-V def2-TZVPD def2/J DEFGRID3
* xyz 0 6
C -7.55461 0.31547 -1.83577
C -7.80860 -0.83795 -2.75207
H -7.89904 1.24471 -2.29957
H -6.48845 0.41783 -1.60635
H -8.09772 0.19335 -0.88691
C -8.81583 -0.84901 -3.64669
C -9.79683 0.25247 -3.84453
H -8.99341 -1.71909 -4.27518
H -9.31185 1.22247 -4.01499
H -10.49531 0.36715 -3.00291
H -10.40163 0.02656 -4.73038
Fe -1.21867 -0.74329 -0.16636
Cl -0.60475 -2.49675 1.00686
Cl -2.96098 0.40689 0.63904
H 4.56161 -0.92821 -1.64712
H 4.94096 -2.05122 1.05248
C 4.24686 -0.08731 -1.00771
C 4.59077 -1.02554 1.25633
N 3.65969 -0.55248 0.24192
H 3.51273 0.51424 -1.55280
C 2.37851 -1.02406 0.21373
O 1.60292 -0.82013 -0.72339
H 4.09014 -1.01108 2.23243
H 2.09837 -1.59603 1.11658
H 5.12281 0.52056 -0.75729
H 5.45188 -0.34844 1.28015
H -1.45250 4.57154 -3.10466
H -3.15990 1.64726 -3.11691
C -1.68332 3.96673 -2.21568
C -2.16619 1.94457 -3.49448
N -1.37862 2.58783 -2.44996
H -2.86165 3.94732 -2.04808
C -0.71176 1.86902 -1.54577
O -0.76705 0.60479 -1.51521
H -1.64570 1.08187 -3.91469
H -0.08369 2.41793 -0.83253
H -1.20202 4.32512 -1.29665
H -2.32493 2.72670 -4.24372
O -5.51961 -1.53896 -2.63480
C -6.86435 -2.02447 -2.58007
C -7.06782 -3.05144 -4.91184
C -7.15864 -3.19001 -3.52351
H -6.74986 -2.09003 -5.32718
C -7.42748 -4.12366 -5.73894
H -7.01317 -2.38712 -1.54852
C -7.60326 -4.39601 -2.96205
H -7.32986 -4.00978 -6.81887
C -7.90716 -5.31199 -5.18471
C -7.98913 -5.45008 -3.79474
H -7.64700 -4.47214 -1.86984
H -8.21254 -6.13402 -5.83634
H -8.35006 -6.37792 -3.34382
Si -4.05743 -2.12114 -3.21318
Cl -4.40950 3.51413 -2.09540
C -3.87146 -1.62306 -4.98708
C -4.00823 -3.98917 -3.04307
C -2.75114 -1.42458 -2.09734
H -4.54438 -2.20442 -5.62835
H -2.84216 -1.80675 -5.32185
H -4.10132 -0.55958 -5.12151
H -3.09831 -0.43360 -1.76079
H -1.77336 -1.35287 -2.61091
H -2.68424 -2.10252 -1.21350
H -4.74100 -4.49671 -3.68069
H -4.18721 -4.29458 -2.00416
H -3.00710 -4.33601 -3.33302
C 2.79357 2.57263 1.63788
N 2.12206 2.01523 2.78240
C 2.87025 1.69897 3.97799
C 1.94682 1.92652 5.14848
C 0.70061 1.08756 5.03237
N 0.21127 1.01144 3.67488
C -1.14224 0.54706 3.53291
C 0.89295 1.43734 2.55632
O 0.42927 1.31261 1.40372
H 2.07972 3.18254 1.07369
H 3.20267 1.79451 0.97697
H 3.60563 3.21355 1.99159
H 3.23433 0.65224 3.97391
H 3.73732 2.36147 4.03027
H 1.65246 2.98154 5.16583
H 2.45708 1.71124 6.08867
H -0.06848 1.53078 5.68110
H 0.88643 0.06142 5.39135
H -1.23201 -0.52661 3.75847
H -1.79355 1.10582 4.22154
H -1.48434 0.71046 2.50532
*
```

Entry 2:
Formula: C26H48Cl3MgN6O3Si
Source: OMol25
Level of theory: wB97M-V/def2-TZVPD

HOMO-LUMO gap = 6.520 eV
E = -3444.1642 Ha
LUMO energy = 2.287 eV

The geometry in ORCA input format:
```
! RIJCOSX wB97M-V def2-TZVPD def2/J DEFGRID3
* xyz -1 1
C 4.32002 0.55385 -2.49872
C 3.94724 1.46727 -1.38389
H 5.13787 0.97016 -3.09380
H 3.44882 0.37945 -3.14925
H 4.63716 -0.42471 -2.10940
C 4.37285 2.73143 -1.22784
C 5.34676 3.39706 -2.13677
H 4.01532 3.33446 -0.39251
H 5.20069 3.11386 -3.18875
H 6.38926 3.17590 -1.86195
H 5.21482 4.48227 -2.06190
Mg -0.38377 -0.27455 -0.39399
Cl 1.07121 -1.92056 0.60581
Cl -2.29600 -2.51941 -3.67526
H -5.05413 -2.89065 0.30233
H -3.63892 -5.16290 0.33010
C -4.42661 -2.58780 -0.54625
C -3.13851 -4.72524 -0.54434
N -3.14733 -3.27726 -0.45549
H -4.25306 -1.50817 -0.52565
C -2.01758 -2.59051 -0.39789
O -2.01980 -1.32132 -0.46428
H -2.10096 -5.07686 -0.57931
H -1.08314 -3.14887 -0.26923
H -4.93000 -2.87877 -1.47717
H -3.66840 -5.05294 -1.45047
H 1.22913 2.37123 -3.09256
H 1.50724 4.69088 -1.39697
C 0.21413 2.78916 -3.11696
C 0.42261 4.72252 -1.58361
N -0.11001 3.38703 -1.82626
H -0.50250 2.00146 -3.35460
C -0.81620 2.75077 -0.88027
O -1.14254 1.54070 -0.90779
H -0.07997 5.15201 -0.70997
H -1.11890 3.41412 -0.04040
H 0.17811 3.58922 -3.86554
H 0.24466 5.34540 -2.46697
O 1.72452 0.99527 -1.18920
C 2.84701 0.91265 -0.47705
C 1.99693 2.72728 1.10134
C 2.76410 1.57684 0.91318
H 1.42365 3.10942 0.24279
C 1.99710 3.38097 2.34327
H 3.06396 -0.15426 -0.29897
C 3.52831 1.06184 1.96398
H 1.41244 4.29184 2.46365
C 2.78149 2.88010 3.38373
C 3.54751 1.72116 3.19135
H 4.10261 0.15391 1.78105
H 2.82053 3.40867 4.33586
H 4.17497 1.33532 4.00440
Si -0.18056 -2.15460 -3.97656
Cl 0.32346 -0.61528 -2.56965
C -0.78480 -1.12822 -5.53241
C 0.15667 -3.76640 -2.93387
C 1.31617 -2.71285 -5.10360
H -1.34993 -0.25196 -5.21621
H -1.43943 -1.71721 -6.18687
H 0.03460 -0.77029 -6.16292
H 1.66730 -1.91442 -5.76403
H 1.02787 -3.56671 -5.73310
H 2.16679 -3.02596 -4.48507
H 0.30106 -3.51332 -1.88079
H 1.06842 -4.28220 -3.25015
H -0.64396 -4.51585 -2.99402
C -1.96450 -0.53756 2.40219
N -0.85246 0.38455 2.05476
C 0.27136 0.12594 2.98692
N -0.12869 0.27564 4.39589
C -1.25164 -0.64972 4.68689
N -2.40668 -0.38331 3.80172
C -2.84068 1.01706 3.99704
N -1.74103 1.96653 3.69900
C -1.31551 1.76857 2.30085
C -0.61273 1.65699 4.60168
H -1.61110 -1.56866 2.25907
H -2.81961 -0.32394 1.74450
H 1.06606 0.85702 2.77387
H 0.65404 -0.88489 2.79822
H -1.56506 -0.49397 5.73053
H -0.91258 -1.68061 4.53002
H -3.68055 1.22861 3.32694
H -3.13355 1.14817 5.05223
H -0.48589 2.46331 2.08896
H -2.16225 1.98397 1.63425
H -0.96595 1.74706 5.64121
H 0.20987 2.36228 4.41542
*
```

Entry 3:
Formula: C26H48NO6P
Source: OMol25
Level of theory: wB97M-V/def2-TZVPD

HOMO-LUMO gap = 6.883 eV
E = -1866.6933 Ha
SMILES = N=[PH2]C1=CC(=O)c2ccccc2C1=O.CCOCC.CCOCC.CCOCC.CCOCC
LUMO energy = -1.702 eV

The geometry in ORCA input format:
```
! RIJCOSX wB97M-V def2-TZVPD def2/J DEFGRID3
* xyz 0 1
N -6.40659 0.56724 0.64189
P -4.91906 1.00579 1.04197
C -3.66213 0.95586 -0.36194
C -2.26987 0.89708 -0.01631
C -1.10245 0.89817 -1.13478
O -0.00740 0.29515 -0.98875
C -1.44178 1.78364 -2.43889
C -0.35628 2.52774 -3.27126
C -0.82082 3.37983 -4.50357
C -2.33374 3.48583 -4.87988
C -3.41721 2.71574 -4.03835
C -2.96871 1.85224 -2.82509
C -4.01233 1.00954 -1.92442
O -4.97940 0.43220 -2.47000
H -6.39357 0.29584 -0.35372
H -5.00512 2.39111 1.47041
H -4.46084 0.17745 2.13728
H -1.98548 0.87071 1.08972
H 0.74992 2.44287 -2.96634
H 0.00893 3.90709 -5.10323
H -2.67159 4.13052 -5.76208
H -4.53077 2.79858 -4.30647
C -1.05097 -3.85966 0.59659
C -1.49531 -3.07398 1.81776
O -2.54298 -2.15218 1.54538
C -3.76920 -2.70636 1.08369
C -4.42070 -3.64690 2.08160
H -0.82365 -3.18674 -0.23411
H -0.16214 -4.45183 0.82688
H -1.83110 -4.54619 0.25780
H -0.65044 -2.48107 2.17873
H -1.77894 -3.74255 2.63750
H -3.62620 -3.19552 0.11464
H -4.44170 -1.86129 0.90831
H -3.83436 -4.55967 2.21247
H -5.41690 -3.93628 1.73918
H -4.50677 -3.17061 3.06195
C 4.52266 -1.31665 -5.07202
C 4.08633 -0.52761 -3.84984
O 3.03947 0.39494 -4.11790
C 1.81081 -0.15893 -4.57205
C 1.16401 -1.09799 -3.56914
H 4.74654 -0.64598 -5.90522
H 5.41183 -1.90997 -4.84553
H 3.73955 -2.00247 -5.40504
H 4.93389 0.06501 -3.49425
H 3.80621 -1.19460 -3.02756
H 1.94865 -0.64961 -5.54151
H 1.13895 0.68620 -4.74509
H 1.75080 -2.01130 -3.44032
H 0.16533 -1.38755 -3.90584
H 1.08362 -0.62051 -2.58956
C -0.80178 -1.60035 8.01452
C -0.02147 -2.41627 6.99848
O -0.75312 -2.68789 5.81100
C -1.15440 -1.56009 5.04545
C 0.01201 -0.73836 4.52531
H -1.77702 -2.05398 8.20732
H -0.24962 -1.53337 8.95501
H -0.97889 -0.58235 7.65814
H 0.21921 -3.38747 7.43922
H 0.93422 -1.93857 6.75741
H -1.85199 -0.93893 5.61745
H -1.71506 -1.95089 4.19286
H 0.54453 -0.23978 5.33893
H -0.34112 0.03251 3.83580
H 0.73244 -1.37599 4.00598
C 6.10811 2.64441 -1.34854
C 5.67615 3.43553 -0.12591
O 4.63130 4.36045 -0.39287
C 3.40246 3.80849 -0.84406
C 2.75589 2.87126 0.16058
H 6.33213 3.31393 -2.18261
H 6.99622 2.04887 -1.12334
H 5.32236 1.96032 -1.67970
H 6.52559 4.02614 0.22778
H 5.39584 2.76971 0.69734
H 3.53832 3.31597 -1.81305
H 2.73144 4.65439 -1.01730
H 3.34162 1.95794 0.28958
H 1.75668 2.58225 -0.17490
H 2.67690 3.34978 1.14043
*
```

Entry 4:
Formula: C26H48O2P2V
Source: OMol25
Level of theory: wB97M-V/def2-TZVPD

HOMO-LUMO gap (alpha / beta) = 6.303 / 6.675 eV
E = -2796.3888 Ha
LUMO energy (alpha / beta) = -4.140 / -3.759 eV

The geometry in ORCA input format:
```
! RIJCOSX wB97M-V def2-TZVPD def2/J DEFGRID3
* xyz 1 3
V 0.26021 0.33846 -0.42672
C 1.73442 0.42832 -1.89648
C 0.94356 1.63263 -1.88280
C 1.95874 1.40752 0.19747
C 2.39164 0.31933 -0.62837
C 1.08193 2.24104 -0.58272
C 2.04145 -0.39120 -3.10527
H 1.14716 -0.58602 -3.71419
H 2.50104 -1.34920 -2.83242
H 2.75910 0.15957 -3.73484
C 3.59560 -0.48139 -0.32914
H 3.73811 -1.29208 -1.04626
H 3.51752 -0.90182 0.70878
H 4.49381 0.15952 -0.33247
C 2.60363 1.73850 1.49745
H 3.54315 2.28617 1.29921
H 2.86760 0.80597 2.02424
H 1.95638 2.35606 2.13384
C 0.57637 3.57789 -0.17467
H 0.93330 4.35438 -0.86994
H 0.92162 3.82470 0.83555
H -0.51930 3.60764 -0.18106
C 0.35689 2.24354 -3.10429
H 1.15539 2.56087 -3.79306
H -0.23559 3.12610 -2.84312
H -0.26726 1.51752 -3.63854
C -2.27160 -0.74760 -0.82315
C -1.73145 -0.26280 -1.99751
C -2.60299 0.46638 -2.98910
C -2.84890 1.96177 -2.70168
C -2.39400 2.42551 -1.35074
C -2.95684 1.96863 -0.22311
C -4.09630 0.98401 -0.21625
C -3.71651 -0.49758 -0.46362
H -3.58914 -0.01816 -3.05787
H -3.92726 2.16567 -2.80351
H -2.17868 0.36501 -3.99958
H -4.37438 -0.87770 -1.26367
H -1.83931 -1.64503 -0.34415
H -0.84889 -0.75336 -2.43856
H -4.01159 -1.08919 0.41845
H -4.62133 1.06930 0.74996
H -2.79331 2.45418 0.73713
H -4.84640 1.27314 -0.97103
H -2.36504 2.56888 -3.47789
H -1.77457 3.31987 -1.36077
P 0.57999 -2.54453 -0.57209
C 2.19382 -3.41279 -0.52612
H 2.00312 -4.49260 -0.42269
H 2.79565 -3.06767 0.32760
H 2.75164 -3.23054 -1.45666
C -0.35946 -3.44028 0.72833
H -0.14434 -4.51548 0.64158
H -1.43929 -3.26678 0.63238
H -0.01319 -3.06419 1.70385
C -0.10966 -3.27878 -2.11931
H -1.16608 -3.00124 -2.23548
H -0.01262 -4.37417 -2.06848
H 0.44861 -2.89997 -2.98978
P -0.54059 0.88128 2.25739
C -1.15874 2.56764 2.68076
H -1.86208 2.48984 3.52469
H -1.65465 3.05199 1.83141
H -0.30909 3.20610 2.96812
C -1.97249 -0.24505 2.37399
H -2.69576 -0.00550 1.58208
H -2.46047 -0.15705 3.35723
H -1.62956 -1.28584 2.22686
C 0.31621 0.53973 3.84718
H -0.20676 1.05017 4.67085
H 1.34702 0.91170 3.78130
H 0.35202 -0.54371 4.01893
C 2.69411 -2.75276 3.99925
C 2.59349 -1.91356 2.75748
O 3.70980 -1.53894 2.27426
O 1.44778 -1.63383 2.27567
H 3.45604 -3.52059 3.84075
H 1.74032 -3.21235 4.26344
H 3.03725 -2.11520 4.82174
*
```

Entry 5:
Formula: C26H49HoNO4Si2
Source: OMol25
Level of theory: wB97M-V/def2-TZVPD

HOMO-LUMO gap (alpha / beta) = 8.061 / 8.050 eV
E = -2902.7568 Ha
LUMO energy (alpha / beta) = -3.394 / -3.389 eV

The geometry in ORCA input format:
```
! RIJCOSX wB97M-V def2-TZVPD def2/J DEFGRID3
* xyz 1 5
O 0.98748 0.84732 1.72947
O 2.88487 3.13780 -0.71007
C 0.47439 2.02076 2.50011
C 0.04891 1.72091 3.93139
H -0.38904 2.33874 1.91047
H 1.25160 2.78958 2.46106
H -0.87710 1.13291 4.00707
H -0.17267 2.69419 4.37783
H 0.81059 1.23811 4.55826
C 2.49270 0.60071 1.76811
C 3.32351 1.80812 2.13846
H 2.72783 0.28094 0.74973
H 2.67606 -0.22988 2.46641
H 3.17990 2.60006 1.39369
H 4.38224 1.51107 2.07748
H 3.11702 2.15561 3.15516
C 3.35761 2.30561 -1.77846
C 2.34591 4.40512 -1.13795
C 4.84689 1.96590 -1.66076
H 3.18508 2.79533 -2.75415
H 2.74740 1.39309 -1.72237
H 5.45915 2.87923 -1.76412
H 5.11852 1.31386 -2.49769
H 5.09597 1.43962 -0.72737
C 3.46386 5.42000 -1.34191
H 1.66660 4.68553 -0.32681
H 1.73901 4.27342 -2.06454
H 4.17081 5.44113 -0.51282
H 3.05965 6.43105 -1.43873
H 3.98990 5.17987 -2.27110
H 0.25162 2.15228 -3.05510
Ho -0.42094 -0.69131 1.15653
C -0.27730 1.90771 -2.14789
Si -2.15441 2.16172 -2.39813
H 0.13961 2.47237 -1.28426
H -0.05101 0.84117 -1.95165
C -2.65799 3.72754 -1.49632
C -3.32384 0.80794 -1.74064
C -2.21243 2.14383 -4.27149
C 0.08657 -2.12392 2.77594
Si 1.17122 -3.13081 1.66391
H -0.80015 -2.68840 3.10295
H 0.63687 -1.72540 3.63761
C 2.85442 -3.36229 2.42243
C 1.42318 -2.33411 -0.06714
C 0.32988 -4.76790 1.36461
H -1.18498 2.26940 -4.64263
H -2.84773 2.94661 -4.65637
H -2.61851 1.19767 -4.64739
H -2.98141 3.53280 -0.46023
H -3.45882 4.26530 -2.00760
H -1.77639 4.38687 -1.45857
H -3.47127 0.86214 -0.64071
H -2.95855 -0.21594 -1.97297
H -4.32815 0.90130 -2.19773
H 2.50882 -2.40569 -0.23557
H 1.20291 -1.26504 -0.33078
H 0.93105 -2.95860 -0.82368
H 1.05954 -5.52823 1.06321
H -0.44895 -4.69864 0.59566
H -0.14064 -5.08124 2.30354
H 3.33280 -4.26045 2.01666
H 2.74600 -3.48921 3.50623
H 3.51714 -2.50810 2.24173
O -4.10181 -0.04163 2.90340
C -3.24598 -0.32875 2.08708
O -2.15430 0.36175 1.77651
C -3.42346 -1.62585 1.30121
C -4.56482 -2.42467 1.47095
C -4.68910 -3.57628 0.72144
C -3.71366 -3.90823 -0.24296
C -3.75034 -5.08702 -1.03099
C -2.79414 -5.33164 -1.98990
C -1.78323 -4.38326 -2.24422
C -1.71628 -3.21502 -1.49824
C -2.60936 -2.99699 -0.42908
N -2.43058 -1.93651 0.43206
H -5.29959 -2.08486 2.19885
H -5.55291 -4.23205 0.85681
H -4.56563 -5.80492 -0.84895
H -2.82346 -6.26399 -2.56816
H -1.05676 -4.58127 -3.03050
H -0.96740 -2.45585 -1.74531
*
```